{
  "formula": "C18H44IN7OP",
  "method": "ωB97M-V/def2-TZVPD",
  "charge": 1,
  "spin_multiplicity": 1,
  "orbital_gap_ev": 5.4,
  "e_tot_ev": -49239.5364,
  "e_homo_ev": -9.7,
  "symbols": ["C", "C", "C", "N", "C", "N", "N", "N", "P", "O", "I", "N", "C", "C", "H", "H", "H", "H", "H", "H", "H", "H", "H", "H", "H", "H", "H", "H", "C", "C", "N", "C", "C", "C", "C", "H", "H", "H", "H", "H", "H", "H", "H", "H", "H", "H", "H", "H", "H", "H", "C", "C", "N", "C", "C", "C", "C", "H", "H", "H", "H", "H", "H", "H", "H", "H", "H", "H", "H", "H", "H", "H"],
  "xyz": [[5.5018, 0.8606, 4.1603], [5.1515, 2.2022, 3.4250], [3.9608, 2.8420, 4.1598], [2.7516, 1.9553, 4.0296], [1.6352, 2.6453, 4.3973], [1.5747, 3.8241, 5.0528], [0.3128, 4.1139, 5.1556], [-0.3857, 3.1948, 4.6144], [-2.1808, 3.3766, 4.5826], [-2.6647, 2.4069, 3.3476], [-3.0038, 2.3852, 6.6738], [0.4043, 2.2159, 4.1214], [0.0498, 0.9877, 3.3986], [-0.8924, 0.0371, 4.1488], [5.2928, 1.0102, 5.2269], [6.5744, 0.6609, 4.0755], [4.9237, 0.0304, 3.7477], [6.0156, 2.8698, 3.4734], [4.9116, 1.9729, 2.3785], [4.2059, 3.0183, 5.2084], [3.7284, 3.7799, 3.6344], [2.6445, 1.7941, 3.0255], [-2.8700, 3.0342, 2.6287], [0.9938, 0.4486, 3.2583], [-0.3099, 1.2044, 2.3859], [-1.7114, 0.5306, 4.6778], [-1.3604, -0.6366, 3.4217], [-0.3566, -0.5777, 4.8799], [-1.9630, 1.5473, -1.2763], [-2.7041, 0.2730, -1.6514], [-2.5397, -0.8171, -0.7006], [-3.0649, -2.0883, -1.1914], [-4.5746, -2.1856, -1.4329], [-2.8648, -0.5121, 0.6791], [-4.2874, -0.0367, 1.0013], [-0.8914, 1.3629, -1.1711], [-2.1001, 2.2947, -2.0585], [-2.3363, 1.9838, -0.3458], [-2.3158, -0.0489, -2.6214], [-3.7652, 0.5183, -1.8045], [-2.7648, -2.8888, -0.5090], [-2.5563, -2.3200, -2.1328], [-5.1292, -2.2915, -0.5015], [-4.7928, -3.0731, -2.0299], [-4.9673, -1.3256, -1.9759], [-2.1642, 0.2555, 1.0314], [-2.6376, -1.3865, 1.2970], [-4.6663, 0.6795, 0.2706], [-4.2931, 0.4591, 1.9767], [-4.9873, -0.8666, 1.0671], [1.6137, -0.2803, -6.3758], [1.8642, -0.7338, -4.9454], [0.7007, -1.3184, -4.2999], [0.8868, -1.5317, -2.8739], [1.9497, -2.5450, -2.4328], [0.0630, -2.4147, -5.0139], [0.9072, -3.6573, -5.3218], [0.8051, 0.4513, -6.4211], [2.5146, 0.1888, -6.7742], [1.3672, -1.1129, -7.0358], [2.1709, 0.1454, -4.3709], [2.7232, -1.4216, -4.9439], [-0.0720, -1.8122, -2.4257], [1.1354, -0.5655, -2.4197], [1.6100, -3.5714, -2.5618], [2.1595, -2.4158, -1.3678], [2.8925, -2.4208, -2.9663], [-0.3252, -2.0255, -5.9583], [-0.8314, -2.7216, -4.4635], [1.9134, -3.4055, -5.6597], [0.4333, -4.2351, -6.1184], [0.9866, -4.3176, -4.4598]],
  "forces_ev_per_angstrom": [[0.3, 1.0, -0.3], [-0.2, -1.3, 1.2], [0.7, 0.1, -1.4], [0.3, 1.5, -0.4], [0.3, -0.4, 0.1], [0.2, -0.3, 0.0], [0.3, 0.7, 0.4], [-1.4, -1.8, -0.7], [-1.5, 1.3, 0.1], [0.8, 0.4, 0.7], [0.5, -0.2, -0.7], [0.6, 0.1, 0.1], [-0.3, -1.0, -0.2], [-0.2, -0.1, 0.1], [0.0, -0.4, -0.2], [-0.3, -0.2, -0.1], [0.1, 0.0, 0.3], [-0.3, 0.1, -0.1], [0.1, 0.4, 0.1], [-0.2, 0.0, -0.2], [0.0, 0.1, 0.6], [0.2, -0.7, 0.2], [-0.1, -0.4, 0.0], [-0.1, 0.3, 0.1], [-0.1, 0.4, 0.4], [0.2, 0.0, -0.2], [0.2, 0.2, 0.1], [0.0, 0.2, -0.1], [0.0, 0.0, 0.1], [-0.1, 0.1, 0.0], [0.2, -0.3, 0.0], [0.0, -0.1, -0.2], [-0.1, -0.2, 0.0], [0.0, 0.2, 0.1], [0.0, 0.0, 0.2], [0.0, 0.0, 0.0], [0.0, 0.0, 0.0], [0.0, 0.0, 0.0], [-0.1, -0.2, 0.1], [0.0, 0.1, -0.1], [0.0, 0.1, 0.1], [0.0, 0.2, 0.0], [0.0, 0.1, 0.0], [0.0, 0.0, 0.0], [0.0, 0.0, 0.0], [0.0, 0.1, -0.1], [0.0, -0.1, -0.2], [0.0, 0.0, 0.0], [0.0, 0.0, 0.0], [0.0, 0.0, -0.1], [0.0, 0.0, 0.0], [0.1, -0.1, -0.2], [-0.2, 0.1, 0.2], [0.0, 0.1, 0.2], [0.0, -0.1, 0.2], [-0.1, 0.0, -0.3], [-0.1, -0.1, 0.0], [0.0, -0.1, 0.0], [0.0, 0.0, 0.0], [0.0, 0.0, 0.0], [-0.1, -0.1, 0.2], [0.1, 0.0, 0.0], [0.0, 0.0, -0.1], [0.0, 0.1, -0.2], [0.1, 0.0, -0.1], [0.0, 0.0, 0.0], [0.0, 0.0, 0.0], [0.1, 0.1, 0.0], [0.1, 0.1, 0.2], [0.0, 0.0, 0.0], [0.0, 0.0, 0.0], [0.1, 0.0, 0.0]],
  "mulliken_charge": [-1.010, -0.553, -0.795, -0.266, 0.385, -0.292, -0.536, 0.683, -0.193, -0.199, 0.108, 0.236, -0.157, -0.839, 0.300, 0.358, 0.269, 0.360, 0.317, 0.410, 0.453, 0.355, 0.356, 0.375, 0.284, 0.036, 0.127, 0.417, -1.272, -0.403, 0.249, -0.317, -1.158, 0.088, -1.245, 0.205, 0.467, 0.193, 0.470, 0.268, 0.494, -0.096, 0.260, 0.444, 0.268, -0.346, 0.432, 0.240, 0.415, 0.341, -1.423, -0.360, 0.269, -0.034, -1.272, -0.499, -1.054, 0.326, 0.435, 0.302, 0.406, 0.272, -0.168, 0.363, 0.273, 0.431, 0.283, 0.442, 0.088, 0.253, 0.396, 0.281]
}


{
  "formula": "C18H45B4ClN2O6",
  "method": "ωB97M-V/def2-TZVPD",
  "spin_multiplicity": 1,
  "orbital_gap_ev": 8.4,
  "e_tot_ev": -49900.3767,
  "smiles": "COCCCCB1OB(Cl)OB(CB(O)O)O1.CCN(CC)CC.CCN(CC)CC",
  "e_homo_ev": -8.1,
  "symbols": ["C", "O", "C", "C", "C", "C", "B", "O", "B", "Cl", "O", "B", "C", "B", "O", "O", "O", "H", "H", "H", "H", "H", "H", "H", "H", "H", "H", "H", "H", "H", "H", "H", "C", "C", "N", "C", "C", "C", "C", "H", "H", "H", "H", "H", "H", "H", "H", "H", "H", "H", "H", "H", "H", "H", "C", "C", "N", "C", "C", "C", "C", "H", "H", "H", "H", "H", "H", "H", "H", "H", "H", "H", "H", "H", "H", "H"],
  "xyz": [[-2.7395, -0.9418, 1.8127], [-1.8982, -1.4635, 0.8059], [-2.2361, -1.1423, -0.5294], [-1.8404, -2.2909, -1.4354], [-2.7140, -3.5309, -1.2385], [-2.2040, -4.8142, -1.9487], [-1.1260, -4.5469, -3.0441], [-1.4077, -3.7531, -4.1641], [-0.3815, -2.9680, -4.6108], [-0.6935, -1.3418, -5.1823], [0.9132, -3.4173, -4.5045], [1.1967, -4.1969, -3.3727], [2.5582, -4.1076, -2.6311], [3.6215, -3.0261, -3.0731], [3.5831, -2.3223, -4.2453], [4.6391, -2.7432, -2.2032], [0.1712, -5.0215, -2.9428], [-3.6854, -0.5792, 1.4009], [-2.2490, -0.1165, 2.3389], [-2.9568, -1.7339, 2.5318], [-1.7110, -0.2286, -0.8376], [-3.3130, -0.9469, -0.6145], [-0.7860, -2.5245, -1.2369], [-1.9315, -1.9348, -2.4645], [-3.7226, -3.2916, -1.5834], [-2.7927, -3.7309, -0.1691], [-1.7741, -5.5014, -1.2178], [-3.0463, -5.3406, -2.4079], [2.3589, -3.9681, -1.5624], [3.0105, -5.1084, -2.6789], [2.9424, -2.6470, -4.8798], [5.1874, -2.0218, -2.5213], [-2.2391, -0.2341, 5.7411], [-0.7659, -0.0949, 5.3920], [-0.3770, 1.2807, 5.1348], [0.9125, 1.4097, 4.4770], [2.1592, 0.9393, 5.2334], [-0.6487, 2.2221, 6.2106], [-0.0506, 1.9239, 7.5899], [-2.8501, 0.2637, 4.9859], [-2.5137, -1.2897, 5.7670], [-2.4888, 0.1854, 6.7163], [-0.5663, -0.6541, 4.4729], [-0.1642, -0.5772, 6.1788], [1.0361, 2.4593, 4.1960], [0.8479, 0.8503, 3.5382], [2.4184, 1.6063, 6.0547], [3.0114, 0.9115, 4.5518], [2.0288, -0.0656, 5.6374], [-1.7331, 2.3029, 6.3205], [-0.3145, 3.2051, 5.8696], [-0.2422, 0.8938, 7.8949], [-0.5087, 2.5761, 8.3358], [1.0249, 2.0899, 7.6237], [1.9536, 5.0805, -4.1755], [1.8038, 4.0377, -3.0788], [0.4157, 3.7351, -2.7759], [0.2352, 2.9965, -1.5367], [0.8205, 1.5822, -1.4398], [-0.3921, 3.2918, -3.9030], [0.0934, 2.0635, -4.6781], [1.3616, 5.9668, -3.9428], [2.9994, 5.3764, -4.2663], [1.6361, 4.7010, -5.1475], [2.2514, 4.4209, -2.1573], [2.3891, 3.1460, -3.3555], [-0.8386, 2.9552, -1.3320], [0.6716, 3.6035, -0.7373], [0.2684, 0.8632, -2.0453], [0.7774, 1.2381, -0.4041], [1.8651, 1.5561, -1.7538], [-0.4951, 4.1262, -4.6011], [-1.3988, 3.1068, -3.5190], [1.1463, 2.1433, -4.9539], [-0.4797, 1.9597, -5.6020], [-0.0335, 1.1475, -4.1071]],
  "forces_ev_per_angstrom": [[0.1, 0.1, 0.0], [-0.1, -0.3, 0.0], [0.1, 0.2, 0.1], [-0.1, 0.0, 0.1], [0.0, 0.0, 0.0], [0.0, -0.2, 0.0], [0.0, -0.4, -0.6], [-0.1, 0.5, 0.5], [0.0, -0.6, -0.2], [0.0, 0.0, -0.3], [0.1, 0.6, 0.4], [-0.1, -0.4, -0.5], [0.1, -0.2, -0.2], [-0.1, 0.0, 0.0], [0.4, -0.1, 0.0], [-0.2, 0.0, 0.1], [0.0, 0.5, 0.7], [0.0, 0.0, 0.0], [0.0, 0.0, 0.0], [0.0, 0.0, 0.0], [0.0, 0.0, 0.0], [0.0, -0.1, 0.0], [0.0, 0.0, 0.0], [0.1, 0.0, 0.0], [0.0, 0.0, 0.0], [0.0, 0.0, 0.0], [0.0, 0.0, 0.0], [0.0, 0.0, 0.0], [0.0, -0.1, 0.0], [0.1, 0.0, 0.1], [-0.4, 0.1, 0.0], [0.1, 0.1, -0.1], [-0.1, -0.1, -0.1], [0.0, 0.0, 0.0], [0.0, 0.0, 0.0], [0.0, 0.0, -0.1], [0.0, 0.0, 0.0], [0.0, 0.0, 0.0], [0.0, 0.0, 0.0], [0.0, 0.0, 0.0], [0.0, 0.0, 0.0], [0.1, 0.0, 0.0], [0.0, 0.0, 0.0], [0.0, 0.0, 0.0], [0.0, 0.0, 0.0], [0.0, 0.0, 0.0], [0.0, 0.0, 0.0], [0.0, 0.0, 0.0], [0.0, 0.0, 0.0], [0.0, 0.0, 0.0], [0.0, 0.0, 0.0], [0.0, 0.0, 0.0], [0.0, 0.0, 0.0], [0.0, 0.0, 0.0], [0.0, 0.0, 0.0], [0.0, 0.0, 0.0], [0.0, 0.0, 0.0], [0.0, 0.0, 0.0], [0.0, 0.0, 0.0], [0.0, 0.0, 0.0], [-0.1, 0.0, 0.0], [0.0, 0.0, 0.0], [0.0, 0.0, 0.0], [0.0, 0.0, 0.0], [0.0, 0.0, 0.0], [0.0, 0.0, 0.0], [0.0, 0.0, 0.0], [0.0, 0.0, 0.0], [0.0, 0.0, 0.0], [0.0, 0.0, 0.0], [0.0, 0.0, 0.0], [0.1, 0.0, 0.0], [0.0, 0.0, 0.0], [0.0, 0.0, 0.0], [0.0, 0.0, 0.0], [0.1, 0.0, 0.0]],
  "mulliken_charge": [-0.589, -0.314, -0.687, 0.205, -0.624, -0.732, 0.303, -0.129, 0.404, -0.280, -0.283, 0.386, -0.589, 0.487, -0.579, -0.529, -0.463, 0.369, 0.144, 0.224, 0.129, 0.436, 0.108, 0.143, 0.353, 0.292, 0.208, 0.304, 0.304, 0.325, 0.336, 0.307, -1.561, -0.435, 0.181, -0.563, -1.015, -0.720, -0.941, 0.321, 0.413, 0.382, 0.515, 0.296, 0.393, 0.234, 0.219, 0.423, 0.272, 0.361, 0.377, 0.252, 0.376, 0.242, -1.459, -0.310, 0.155, -0.749, -0.678, -0.883, -0.165, 0.333, 0.434, 0.292, 0.468, 0.245, 0.338, 0.362, -0.118, 0.373, 0.353, 0.344, 0.365, 0.227, 0.439, -0.358]
}


{
  "formula": "C18H45BF4N3O6",
  "method": "ωB97M-V/def2-TZVPD",
  "charge": -1,
  "spin_multiplicity": 1,
  "orbital_gap_ev": 9.7,
  "e_tot_ev": -47697.1672,
  "e_above_lowest_kcal_mol": 28.4,
  "e_homo_ev": -7.3,
  "symbols": ["B", "F", "F", "F", "F", "C", "C", "N", "H", "H", "H", "C", "C", "N", "H", "H", "H", "C", "C", "N", "H", "H", "H", "C", "C", "O", "H", "H", "H", "H", "H", "H", "C", "C", "O", "H", "H", "H", "H", "H", "H", "C", "C", "O", "H", "H", "H", "H", "H", "H", "C", "C", "O", "H", "H", "H", "H", "H", "H", "C", "C", "O", "H", "H", "H", "H", "H", "H", "C", "C", "O", "H", "H", "H", "H", "H", "H"],
  "xyz": [[-0.1740, 0.7200, -0.1145], [-1.3184, -0.0905, -0.3691], [0.9470, 0.0187, -0.0955], [-0.1677, 1.6512, -1.1116], [-0.3207, 1.3158, 1.1480], [-2.8203, 2.6638, -2.6799], [-3.5474, 1.4168, -2.2135], [-4.2647, 0.5326, -1.8740], [-2.6765, 3.4822, -1.8374], [-1.9299, 2.0986, -3.0138], [-3.4142, 2.8797, -3.4248], [-1.2085, -0.9682, -3.1608], [-1.2995, -1.8610, -4.3896], [-1.3489, -2.5253, -5.3855], [-1.1269, -0.0177, -3.4068], [-2.0272, -0.9417, -2.5860], [-0.3264, -1.4181, -2.6351], [-3.2846, 3.1109, 1.0098], [-4.7282, 2.7095, 1.2694], [-5.8005, 2.5494, 1.4765], [-3.4479, 3.7221, 0.0249], [-2.8822, 3.8031, 1.7463], [-2.6518, 2.2076, 0.6755], [1.3749, 4.0717, 4.5992], [0.5745, 3.8552, 3.3019], [-0.3393, 2.7451, 3.5648], [1.8984, 3.0718, 4.8920], [0.7520, 4.3035, 5.4944], [2.1146, 4.7788, 4.4241], [1.2618, 3.4979, 2.5437], [0.0386, 4.5650, 2.9061], [-0.3601, 2.1289, 2.7149], [-3.7944, -3.9970, -0.0023], [-2.7002, -3.0107, 0.0447], [-3.1543, -1.9066, 0.6882], [-3.2658, -4.8904, -0.4139], [-4.4963, -4.0357, -0.6853], [-4.2201, -4.3768, 1.0439], [-2.3271, -2.8820, -0.8531], [-1.7948, -3.4653, 0.4423], [-2.9204, -1.1537, 0.1380], [4.2791, -0.8983, -1.3839], [3.4562, -1.0928, -2.6281], [2.8817, -2.3557, -2.7110], [4.9253, -1.7615, -1.2584], [3.6927, -1.0111, -0.4542], [4.9067, 0.0598, -1.3031], [3.9692, -0.7856, -3.6409], [2.4439, -0.4805, -2.6877], [2.4207, -2.3809, -1.9330], [3.5726, 3.2923, -3.5336], [2.4103, 2.9486, -2.5076], [1.3891, 2.1691, -3.1864], [4.2911, 4.0594, -3.0710], [3.3842, 3.7323, -4.6797], [4.2440, 2.4014, -3.7220], [1.9595, 3.8626, -1.9940], [2.7348, 2.3895, -1.6418], [0.6153, 2.1445, -2.7401], [2.2326, -4.6311, 0.5046], [1.9658, -3.2661, 1.0054], [1.1857, -2.6687, 0.0165], [2.8022, -4.7647, -0.3506], [1.4296, -5.1319, 0.4330], [2.7932, -5.0821, 1.1743], [2.9492, -2.5013, 1.0675], [1.4942, -3.1532, 1.9851], [0.7887, -1.8970, 0.4437], [-0.4046, -2.4802, 4.2990], [-0.4686, -1.2258, 3.4096], [-0.8649, -0.0789, 4.3058], [-0.4992, -3.3349, 3.6128], [-1.2230, -2.3029, 4.8900], [0.4518, -2.6683, 4.9643], [-0.9763, -1.1612, 2.4774], [0.4462, -0.9750, 3.1334], [-0.5014, 0.6713, 3.8088]],
  "forces_ev_per_angstrom": [[-2.2, 0.0, 0.3], [0.1, -0.2, 0.3], [2.3, -1.6, -0.1], [-0.1, 1.5, -0.9], [-0.4, 0.6, 0.6], [2.6, -3.0, 5.4], [-3.0, -1.7, 2.1], [2.9, 3.0, -1.4], [-0.2, -2.0, -2.0], [0.4, 1.5, -0.1], [-2.6, 2.2, -4.2], [3.2, -5.8, -1.7], [-0.7, -1.7, -3.4], [0.3, 2.9, 4.5], [1.4, 4.4, -1.6], [-3.2, -0.9, 2.2], [-0.7, 1.0, 0.0], [-1.5, -0.6, -3.2], [7.9, 1.5, -0.8], [-6.2, -1.1, 1.1], [0.6, -0.8, 1.7], [0.0, -0.6, 0.2], [-0.8, 1.5, 1.1], [-1.2, -2.7, 0.7], [2.6, -6.0, 2.7], [0.1, -1.4, -2.5], [-0.9, 1.7, -0.8], [0.3, 0.2, -0.8], [1.4, 1.5, 0.0], [0.4, 0.2, -0.3], [-2.7, 4.6, -1.6], [0.0, 2.2, 2.2], [3.2, -4.5, 4.4], [-1.3, -1.8, 3.2], [0.0, 2.2, 0.7], [0.0, -0.2, 0.7], [-4.1, 1.5, -3.2], [0.9, 1.2, -2.1], [1.2, 1.5, -5.2], [0.1, -0.2, 1.3], [0.0, 0.4, 0.4], [0.8, 0.7, 1.1], [-2.3, 3.2, -2.5], [2.5, -1.4, -2.9], [0.7, -0.1, -0.4], [-0.3, 0.6, -0.5], [-1.0, -1.3, -0.3], [-0.5, -1.0, 2.0], [2.4, 0.2, 0.6], [-2.4, -0.9, 3.2], [1.2, 0.8, -1.1], [-1.2, 0.9, -1.1], [4.9, 0.9, -2.7], [-1.1, -1.0, -0.4], [-0.4, -1.2, 3.3], [-1.0, 0.7, 0.3], [0.4, -0.7, -1.2], [0.8, -0.5, 0.0], [-3.4, -0.1, 2.8], [3.2, 4.2, 0.3], [2.7, 3.2, -0.8], [-1.3, 0.7, -0.1], [0.8, 0.7, -2.1], [-6.2, -3.5, -0.7], [2.8, -2.5, 3.7], [-1.8, -2.4, 0.2], [0.0, -0.7, 0.0], [-0.1, 0.2, -0.7], [0.8, -0.1, -2.6], [-1.4, 0.9, 3.5], [0.4, -1.3, -1.6], [-0.3, -0.1, 0.6], [-2.3, -0.6, 1.7], [0.1, 0.7, -0.6], [-1.6, -0.9, -0.4], [4.7, 1.0, -1.3], [-0.4, 0.1, 0.8]],
  "mulliken_charge": [-0.208, -0.311, -0.109, -0.189, 0.221, -0.316, 0.307, -0.506, 0.166, -0.176, 0.512, 0.195, 0.073, -0.554, 0.214, 0.044, -0.055, 0.190, 0.157, -0.413, -0.014, 0.322, -0.288, -1.154, -0.287, -0.657, 0.221, 0.283, 0.412, 0.225, 0.484, 0.454, -1.430, 0.249, -0.581, 0.368, 0.517, 0.203, 0.188, 0.118, 0.290, -0.785, 0.386, -0.581, 0.396, -0.062, 0.291, 0.256, -0.161, 0.200, -1.002, -0.034, -0.566, 0.310, 0.238, 0.205, 0.313, 0.182, 0.290, -2.183, 0.371, -0.243, 0.428, 0.571, 0.629, 0.139, 0.138, 0.061, -1.450, 0.094, -0.594, 0.302, 0.557, 0.242, 0.204, 0.427, 0.264]
}